1.
{
  "formula": "C29H26N6O4SV",
  "method": "wB97M-V/def2-TZVPD",
  "elements": ["V", "O", "C", "O", "C", "C", "C", "C", "C", "N", "C", "O", "O", "H", "H", "H", "C", "C", "N", "C", "S", "N", "N", "C", "C", "C", "C", "C", "C", "C", "N", "H", "H", "H", "H", "H", "H", "H", "H", "H", "H", "H", "H", "H", "N", "C", "C", "C", "C", "C", "C", "C", "C", "C", "C", "C", "C", "H", "H", "H", "H", "H", "H", "H", "H", "H", "H"],
  "xyz": [[-0.032, -0.565, 0.235], [3.209, -2.993, -0.294], [2.194, -2.306, -0.339], [1.614, -1.685, 0.619], [1.444, -2.174, -1.655], [1.773, -2.798, -2.847], [0.942, -2.597, -3.941], [-0.184, -1.791, -3.823], [-0.442, -1.207, -2.593], [0.362, -1.413, -1.562], [-1.616, -0.304, -2.254], [-2.395, 0.029, -3.145], [-1.640, 0.010, -1.019], [2.667, -3.405, -2.887], [1.174, -3.066, -4.891], [-0.863, -1.600, -4.642], [0.989, 1.639, -5.575], [1.734, 2.445, -4.517], [0.993, 2.552, -3.290], [1.329, 1.933, -2.085], [2.829, 1.109, -1.923], [0.419, 2.155, -1.169], [0.528, 1.443, 0.016], [0.590, 2.169, 1.119], [0.784, 3.659, 1.098], [0.486, 1.447, 2.336], [0.749, 1.992, 3.614], [0.718, 1.185, 4.718], [0.433, -0.186, 4.556], [0.158, -0.648, 3.292], [0.144, 0.126, 2.201], [1.567, 1.580, -6.502], [0.803, 0.628, -5.212], [0.020, 2.090, -5.811], [2.677, 1.959, -4.270], [1.971, 3.445, -4.914], [-0.001, 2.713, -3.359], [0.417, 4.050, 0.151], [0.258, 4.141, 1.924], [1.845, 3.919, 1.173], [0.996, 3.042, 3.701], [0.916, 1.594, 5.702], [0.403, -0.866, 5.395], [-0.080, -1.690, 3.111], [-3.184, 0.958, 1.040], [-3.093, 0.512, 2.337], [-3.201, 1.428, 3.392], [-3.234, 1.015, 4.711], [-3.174, -0.338, 5.015], [-3.033, -1.243, 3.972], [-2.957, -0.855, 2.637], [-2.718, -1.934, 1.625], [-3.701, -2.930, 1.601], [-3.539, -4.101, 0.880], [-2.346, -4.288, 0.200], [-1.392, -3.279, 0.206], [-1.527, -2.041, 0.861], [-2.835, 1.888, 0.875], [-2.927, 0.326, 0.289], [-3.269, 2.484, 3.149], [-3.306, 1.755, 5.501], [-3.194, -0.681, 6.042], [-2.924, -2.300, 4.191], [-4.612, -2.773, 2.171], [-4.322, -4.851, 0.864], [-2.158, -5.209, -0.343], [-0.476, -3.480, -0.343]],
  "forces_ev_per_angstrom": [[-0.42, 0.83, 0.91], [-0.06, 0.05, 0.02], [0.11, -0.14, -0.11], [0.02, -0.26, 0.08], [0.15, -0.14, -0.17], [-0.03, 0.12, 0.10], [0.01, 0.01, -0.02], [0.00, 0.06, 0.11], [-0.03, 0.03, -0.24], [0.25, -0.18, -0.50], [0.02, 0.06, -0.21], [0.01, -0.06, 0.10], [-0.05, -0.10, -0.17], [0.00, -0.02, 0.00], [-0.01, 0.00, 0.01], [0.00, 0.00, -0.01], [0.01, -0.01, -0.03], [-0.03, -0.06, -0.02], [-0.01, 0.03, 0.01], [-0.06, 0.19, 0.12], [-0.02, -0.12, 0.05], [0.10, -0.25, -0.10], [-0.07, 0.10, -0.05], [0.04, 0.16, -0.12], [0.01, -0.06, -0.03], [0.00, 0.02, 0.20], [-0.01, -0.03, -0.11], [-0.03, 0.00, 0.00], [-0.01, -0.02, -0.07], [-0.07, -0.12, 0.12], [0.22, 0.22, -0.02], [0.01, 0.00, -0.01], [0.01, -0.03, 0.02], [0.00, 0.00, 0.01], [0.00, 0.02, 0.00], [-0.04, -0.03, 0.02], [0.00, 0.08, 0.00], [-0.01, -0.01, -0.01], [-0.01, -0.01, 0.01], [0.01, -0.02, -0.02], [0.01, 0.00, 0.01], [0.01, 0.00, 0.00], [0.00, 0.00, 0.01], [0.00, 0.00, 0.01], [-0.11, 0.05, 0.02], [-0.01, -0.01, -0.01], [0.00, 0.03, -0.03], [0.00, 0.01, 0.04], [-0.02, 0.01, 0.02], [0.04, -0.02, 0.00], [0.05, 0.03, 0.10], [0.02, -0.03, 0.01], [-0.03, -0.01, 0.00], [-0.01, -0.03, -0.02], [-0.04, -0.03, 0.01], [0.08, -0.03, -0.10], [-0.15, -0.29, -0.02], [0.02, -0.02, -0.04], [0.16, 0.06, 0.07], [0.00, 0.01, 0.01], [0.00, -0.01, 0.00], [0.00, 0.01, -0.01], [-0.01, -0.01, 0.00], [0.00, -0.01, 0.02], [0.01, -0.01, 0.01], [0.00, 0.00, -0.01], [-0.02, -0.01, -0.01]],
  "mulliken_charge": [-0.9764, -0.8188, 0.4241, -0.6026, 0.0423, -0.7583, -0.4954, -0.8176, 0.4458, 1.5494, -0.0966, -0.8538, -0.5250, 0.5327, 0.3959, 0.5811, -0.8194, -0.5515, -0.2267, 0.1959, -0.6126, -1.1042, 1.5586, 0.8138, -2.0436, 0.2210, -1.0828, -0.4906, -0.9364, -0.4615, 0.6969, 0.3893, 0.0034, 0.3097, 0.3125, 0.2786, 0.3113, 0.4411, 0.5005, 0.2349, 0.3562, 0.3465, 0.4173, 0.5319, -0.4804, 0.3474, -0.4231, -0.5643, -0.7766, -0.2621, 0.7227, 0.2025, -0.5029, -0.8589, -0.9097, -0.9432, 1.4495, 0.2463, 0.3224, 0.3477, 0.3501, 0.3501, 0.3942, 0.3870, 0.3279, 0.4051, 0.2514],
  "gap_ev": [4.963, 6.501],
  "homo_ev": [-0.129, -1.680],
  "total_charge": -2,
  "relative_energy_kcal_mol": 3.4,
  "multiplicity": 4,
  "total_energy_ha": -3092.5760
}

---

2.
{
  "formula": "C29H26N7O3RbS2",
  "method": "wB97M-V/def2-TZVPD",
  "elements": ["Rb", "N", "C", "N", "C", "N", "C", "C", "N", "C", "C", "N", "H", "H", "H", "H", "H", "O", "C", "O", "C", "C", "C", "C", "S", "C", "C", "H", "H", "H", "H", "H", "C", "N", "C", "C", "N", "C", "H", "H", "H", "H", "H", "H", "O", "S", "C", "C", "C", "C", "C", "C", "C", "C", "C", "C", "C", "C", "H", "H", "H", "H", "H", "H", "H", "H", "H", "H"],
  "xyz": [[0.807, 1.256, -0.752], [5.772, 0.831, 0.828], [4.924, 0.800, -0.210], [3.709, 0.867, 0.264], [3.879, 0.968, 1.614], [5.141, 0.937, 2.018], [2.813, 1.079, 2.637], [3.122, 1.014, 3.993], [2.199, 1.103, 4.932], [0.952, 1.294, 4.486], [0.631, 1.362, 3.154], [1.562, 1.289, 2.235], [6.775, 0.826, 0.850], [5.248, 0.759, -1.225], [4.163, 0.793, 4.281], [0.212, 1.360, 5.277], [-0.384, 1.577, 2.864], [-8.976, 0.160, -0.164], [-8.254, 1.114, -0.840], [-8.835, 1.825, -1.606], [-6.794, 1.204, -0.564], [-6.069, 2.180, -1.258], [-4.724, 2.332, -1.036], [-4.034, 1.558, -0.086], [-2.328, 1.776, 0.249], [-4.785, 0.608, 0.651], [-6.124, 0.433, 0.416], [-8.377, -0.301, 0.435], [-6.603, 2.804, -1.937], [-4.219, 3.089, -1.630], [-4.253, 0.050, 1.410], [-6.655, -0.253, 1.060], [-1.058, 6.795, -0.057], [0.142, 6.047, -0.472], [1.422, 6.547, -0.626], [2.187, 5.487, -1.038], [1.409, 4.361, -1.146], [0.200, 4.735, -0.790], [-1.739, 6.986, -0.899], [-0.746, 7.744, 0.379], [-1.628, 6.233, 0.701], [1.648, 7.596, -0.464], [3.233, 5.434, -1.201], [-0.709, 4.143, -0.792], [1.141, -1.612, -0.580], [1.251, -2.669, -1.598], [-0.020, -3.962, -1.370], [-0.455, -4.317, -0.108], [-1.486, -5.231, 0.045], [-2.060, -5.815, -1.083], [-1.583, -5.477, -2.351], [-0.555, -4.549, -2.520], [2.730, -3.700, -1.155], [3.533, -3.400, -0.058], [4.751, -4.071, 0.116], [5.173, -5.026, -0.795], [4.380, -5.343, -1.876], [3.152, -4.698, -2.055], [-0.040, -3.809, 0.718], [-1.842, -5.455, 1.045], [-2.867, -6.511, -0.969], [-1.985, -5.957, -3.231], [-0.117, -4.334, -3.494], [3.203, -2.618, 0.613], [5.363, -3.852, 0.980], [6.179, -5.407, -0.680], [4.716, -6.032, -2.629], [2.579, -4.954, -2.907]],
  "forces_ev_per_angstrom": [[-0.15, 0.07, 0.13], [1.03, 0.04, 0.45], [0.27, 0.07, 1.25], [-0.95, 0.26, 0.08], [0.04, -0.19, 0.69], [-0.46, -0.01, -1.39], [-0.34, 0.29, -0.30], [1.05, -0.71, -0.10], [-0.30, 0.18, -0.33], [0.30, -0.31, 1.49], [-0.47, 0.61, 0.46], [0.68, -0.32, -1.14], [0.14, -0.05, -0.28], [0.00, -0.11, -0.42], [-0.62, 0.32, 0.02], [-0.18, 0.07, -0.27], [-0.28, -0.16, -0.34], [0.48, 0.26, -0.09], [0.05, -0.39, 0.46], [-0.23, 0.28, -0.39], [0.00, -0.16, 0.53], [-0.26, -0.93, 0.67], [0.29, 0.21, -0.16], [0.24, -0.05, 0.15], [0.01, 0.10, -0.12], [0.55, 0.47, -0.36], [-0.45, 0.57, -0.50], [-0.11, -0.08, -0.02], [-0.21, 0.30, -0.49], [0.27, -0.13, 0.27], [-0.13, -0.08, 0.03], [-0.11, -0.25, -0.01], [-0.08, -0.33, -0.02], [-0.05, 0.47, 0.13], [-0.13, 0.02, -0.08], [-0.81, 0.12, 0.36], [-0.17, -0.27, 0.16], [-0.39, 0.21, -0.23], [0.39, -0.06, 0.15], [0.00, -0.10, -0.08], [0.39, 0.11, -0.29], [-0.03, -0.34, 0.04], [0.61, 0.15, -0.22], [0.14, -0.22, 0.12], [-0.19, 0.34, 0.75], [0.70, -1.67, -0.63], [0.29, 0.20, -0.45], [-0.52, -0.01, -0.65], [0.00, 0.03, -0.15], [0.59, 0.58, -0.05], [0.25, -0.08, -0.09], [0.19, -0.11, 0.73], [0.25, -0.38, -0.49], [-0.19, 0.01, -0.33], [-0.68, 0.17, 0.11], [0.41, 0.57, 0.34], [-0.77, 0.43, -0.24], [0.62, 0.47, 1.00], [0.42, 0.40, 0.97], [-0.01, -0.09, -0.16], [-0.26, -0.26, -0.05], [-0.17, -0.05, -0.03], [-0.36, 0.09, 0.10], [0.08, 0.05, 0.14], [0.04, 0.13, 0.01], [-0.10, -0.38, -0.05], [0.05, -0.26, -0.08], [-0.63, -0.11, -0.73]],
  "mulliken_charge": [0.9510, 0.1308, -0.3020, -0.0644, 0.1263, -0.6689, 0.1755, -0.2166, -0.6264, -0.3332, -0.2818, 0.1314, 0.1909, 0.5121, 0.4327, 0.4126, 0.4127, -0.4908, 0.6308, -0.5748, 0.7648, -0.5221, -0.5143, -0.1371, -0.3364, -1.0613, -0.4179, 0.2858, 0.4476, 0.3443, 0.3462, 0.1558, -0.7933, 0.1552, -0.1635, -0.6081, -0.3377, -0.1959, 0.2832, 0.2898, 0.3230, 0.3631, 0.4028, 0.3236, -0.3997, 0.2744, 0.3733, -0.4433, -0.5836, -0.4591, -0.5384, -0.2072, 0.4776, -0.3138, -0.5696, -0.4379, -0.6030, -0.4309, 0.4211, 0.3787, 0.4130, 0.3665, 0.3844, 0.4709, 0.4024, 0.3670, 0.3862, 0.3255],
  "gap_ev": 6.020,
  "homo_ev": -6.208,
  "total_energy_ha": -2550.1849
}